{
  "formula": "C24H34MnN2O2",
  "method": "the ωB97M-V functional and the def2-TZVPD basis",
  "e_tot_ha": -2345.71393,
  "de_lowest_kcal_mol": 18.2,
  "homo_energy_ev": [-6.0, -6.0],
  "multiplicity": 2,
  "symbols": ["Mn", "C", "C", "C", "C", "C", "C", "C", "C", "C", "C", "H", "H", "H", "H", "H", "H", "H", "H", "H", "H", "H", "H", "H", "H", "H", "C", "C", "N", "O", "C", "C", "N", "O", "H", "H", "H", "H", "H", "H", "H", "C", "C", "C", "C", "C", "C", "C", "C", "C", "C", "H", "H", "H", "H", "H", "H", "H", "H", "H", "H", "H", "H"],
  "coordinates": [[-1.734522, 0.106570, 0.188316], [-2.346519, 1.653921, 1.538079], [-2.937886, 1.833307, 0.255773], [-1.876859, 2.010348, -0.684777], [-0.645017, 2.010880, 0.031476], [-0.935959, 1.783312, 1.398826], [0.028048, 1.755021, 2.549626], [0.690052, 2.291484, -0.593559], [-2.037365, 2.283937, -2.148565], [-4.397979, 1.949942, -0.052013], [-3.065478, 1.466733, 2.838278], [-0.234500, 2.515515, 3.288523], [1.048701, 1.968483, 2.227378], [0.029452, 0.790929, 3.066175], [0.716880, 3.308170, -0.994122], [0.907701, 1.611561, -1.420209], [1.511637, 2.213633, 0.120167], [-2.908865, 1.765541, -2.547911], [-1.165701, 1.945659, -2.710306], [-2.165161, 3.353172, -2.344407], [-4.686895, 3.000783, -0.147733], [-5.008457, 1.515787, 0.739972], [-4.654687, 1.434624, -0.975681], [-3.272066, 2.426738, 3.321114], [-2.476034, 0.865810, 3.531838], [-4.020337, 0.960615, 2.695242], [-3.525965, -3.587907, -0.898250], [-2.544209, -2.533275, -0.497466], [-2.962483, -1.233921, -0.239614], [-4.372423, -1.087849, -0.401419], [-1.212129, -2.704558, -0.354787], [-0.396513, -3.935419, -0.565493], [-0.604782, -1.486977, 0.014227], [0.754101, -1.697318, 0.184631], [-4.223730, -3.196023, -1.635629], [-4.121661, -3.923206, -0.045026], [-3.019059, -4.452830, -1.320099], [-4.710776, -1.051403, 0.499931], [-1.033929, -4.766313, -0.855741], [0.138186, -4.233999, 0.341847], [0.357080, -3.800261, -1.349240], [3.447810, -0.475406, 2.043477], [2.964365, -0.963242, 0.674059], [3.358643, -2.429826, 0.476561], [1.483127, -0.778101, 0.631926], [3.489601, -0.101249, -0.485254], [3.050343, -0.383949, -1.779151], [3.470936, 0.378981, -2.854925], [4.337088, 1.445847, -2.654785], [4.776143, 1.737081, -1.373807], [4.352563, 0.970792, -0.294628], [3.029068, -1.107357, 2.827188], [3.143628, 0.553922, 2.238802], [4.534705, -0.534462, 2.105505], [2.940529, -3.049584, 1.271077], [4.445161, -2.512194, 0.503463], [3.008914, -2.820937, -0.476809], [0.993735, 0.153876, 0.899573], [2.357731, -1.200662, -1.948473], [3.114370, 0.145978, -3.849794], [4.663534, 2.047493, -3.492713], [5.449492, 2.567755, -1.206441], [4.704642, 1.224040, 0.695768]],
  "forces_ev_per_a": [[0.015, 0.130, 0.077], [0.024, -0.009, -0.031], [0.020, -0.027, -0.004], [-0.023, 0.047, -0.013], [0.003, -0.016, -0.006], [-0.014, 0.000, -0.009], [-0.009, -0.008, -0.015], [-0.014, 0.015, 0.003], [0.003, -0.001, 0.018], [0.002, 0.017, 0.002], [0.001, -0.011, -0.014], [0.001, -0.001, 0.002], [0.003, -0.009, -0.003], [0.004, 0.003, 0.009], [-0.001, -0.004, -0.008], [0.010, 0.003, -0.005], [-0.002, -0.011, 0.006], [0.003, 0.001, -0.007], [-0.003, -0.001, -0.006], [0.000, 0.001, 0.002], [0.001, -0.001, -0.003], [-0.001, -0.005, -0.003], [-0.004, -0.002, 0.001], [0.001, 0.002, 0.000], [-0.006, -0.002, 0.004], [0.001, -0.003, 0.005], [0.013, 0.008, 0.013], [-0.064, 0.013, -0.001], [-0.004, -0.080, 0.038], [0.002, 0.005, 0.005], [0.040, -0.006, -0.042], [0.003, 0.019, 0.018], [-0.013, -0.098, -0.008], [0.060, 0.114, 0.042], [0.013, -0.008, -0.033], [-0.007, 0.018, -0.010], [-0.010, -0.019, 0.020], [-0.006, 0.006, -0.001], [0.001, 0.002, -0.008], [0.004, -0.005, -0.001], [-0.002, -0.009, -0.008], [-0.012, 0.003, 0.002], [0.015, -0.020, -0.008], [-0.004, 0.009, 0.009], [-0.029, -0.073, -0.038], [-0.014, 0.005, -0.005], [-0.001, 0.002, 0.000], [-0.001, -0.001, -0.006], [0.004, -0.001, 0.007], [-0.005, -0.003, -0.004], [0.007, 0.003, 0.008], [0.002, 0.002, 0.002], [0.004, 0.000, 0.003], [0.000, -0.002, -0.003], [0.001, 0.001, 0.000], [0.000, -0.001, -0.002], [0.002, -0.003, 0.000], [-0.010, 0.010, 0.005], [0.001, 0.001, 0.000], [0.000, 0.000, 0.001], [-0.001, -0.001, -0.001], [0.000, 0.000, 0.000], [-0.001, -0.001, 0.000]]
}